# 1
Here is a structure of composition C26H11BrCl5MoN3O7Se from the Open Molecules 2025 dataset. Energies are from ωB97M-V/def2-TZVPD.

Structure (XYZ):
```
55
Properties=species:S:1:pos:R:3
Mo 0.07 0.71 -0.16
Cl -0.27 3.92 6.68
C -0.15 3.29 5.11
C -0.70 3.99 4.02
Cl -1.46 5.50 4.27
C -0.64 3.45 2.74
Cl -1.21 4.35 1.40
C -0.05 2.20 2.51
O -0.05 1.61 1.31
C 0.58 1.56 3.59
Cl 1.48 0.15 3.24
C 0.52 2.08 4.88
Cl 1.28 1.26 6.17
O 3.48 -7.00 -4.66
C 2.89 -6.06 -4.45
O 2.24 -5.09 -4.31
C 2.14 -3.99 -3.30
C 2.78 -4.11 -2.09
C 2.64 -3.03 -1.21
N 1.91 -1.98 -1.49
C 1.28 -1.91 -2.66
C 1.38 -2.90 -3.64
C 0.39 -0.69 -2.88
O -0.01 -0.39 -3.98
O 0.10 -0.07 -1.77
H 3.37 -4.97 -1.81
H 3.12 -3.04 -0.24
H 0.86 -2.79 -4.59
Se -2.25 2.33 -0.45
N -0.48 2.32 -1.10
C -0.53 2.72 -2.39
C 0.56 2.82 -3.26
C 0.32 3.20 -4.56
C -0.98 3.52 -5.02
C -2.06 3.45 -4.18
C -1.86 3.02 -2.86
N -2.83 2.85 -1.96
H 1.55 2.60 -2.91
H 1.14 3.26 -5.26
H -1.11 3.84 -6.04
H -3.06 3.70 -4.50
Br -4.09 0.10 3.00
C -2.62 -1.09 3.21
C -2.46 -1.84 4.37
C -1.35 -2.67 4.49
C -0.40 -2.73 3.49
C -0.56 -1.95 2.34
C -1.69 -1.15 2.19
C 0.57 -1.88 1.37
O 1.48 -2.68 1.33
O 0.50 -0.82 0.58
H -3.18 -1.78 5.16
H -1.23 -3.26 5.38
H 0.48 -3.34 3.59
H -1.85 -0.60 1.27
```

As for the charge: +2. The relative energy (zero: lowest compared OMol25 entry of this formula, charge and spin) comes out at 236.8 kJ/mol. Its HOMO-LUMO gap is 0.244 Eh. The HOMO energy is -13.5050 eV. For the energy, the calculation gives -9032.27254 Eh.

***

# 2
Here is a cluster of 8 separate species, C44H101N10O10 in total from the Open Molecules 2025 dataset. Energies are from ωB97M-V/def2-TZVPD.

Structure (XYZ):
```
165
Properties=species:S:1:pos:R:3
O -1.81 0.38 0.93
C -1.39 -0.76 0.23
C 0.14 -1.01 -0.08
O 1.19 -1.18 0.84
H -1.88 -0.78 -0.76
H -1.72 -1.67 0.77
H 0.40 -0.39 -0.96
H 0.16 -1.94 -0.68
C -5.23 -2.02 1.30
C -6.16 -1.61 0.14
N -6.29 -0.13 0.14
C -7.35 0.59 -0.35
C -6.99 1.89 -0.28
N -5.65 1.96 -0.03
C -5.23 0.70 0.26
C -4.77 3.12 0.00
H -5.21 -3.11 1.23
H -5.63 -1.82 2.29
H -4.19 -1.73 1.12
H -7.12 -2.10 0.24
H -5.65 -1.96 -0.75
H -8.30 0.18 -0.66
H -7.61 2.73 -0.55
H -4.24 0.38 0.57
H -3.79 2.80 -0.36
H -4.67 3.49 1.01
H -5.19 3.89 -0.64
C -4.47 5.48 3.92
C -3.25 4.62 4.22
N -3.51 3.18 4.21
C -3.04 2.22 3.39
C -3.69 1.05 3.64
N -4.49 1.31 4.73
C -4.34 2.60 5.10
C -5.49 0.40 5.32
H -4.30 6.51 4.20
H -5.34 5.11 4.48
H -4.75 5.46 2.87
H -2.78 5.01 5.12
H -2.57 4.77 3.38
H -2.32 2.44 2.62
H -3.55 0.09 3.16
H -4.81 3.05 5.96
H -5.92 -0.23 4.55
H -6.30 1.07 5.61
H -5.16 -0.16 6.19
C -1.78 -6.46 -5.93
C -3.21 -6.35 -5.41
N -3.52 -4.96 -5.02
C -4.03 -3.95 -5.80
C -4.10 -2.82 -5.06
N -3.45 -3.10 -3.86
C -3.18 -4.41 -3.84
C -3.18 -2.16 -2.81
H -1.46 -7.50 -5.91
H -0.98 -5.96 -5.37
H -1.68 -6.14 -6.97
H -3.38 -6.97 -4.53
H -3.92 -6.68 -6.16
H -4.37 -4.14 -6.81
H -4.43 -1.81 -5.20
H -2.71 -5.00 -3.07
H -2.33 -1.49 -2.99
H -2.71 -2.69 -1.98
H -4.02 -1.58 -2.42
C 0.67 5.80 -2.06
O 0.61 4.39 -2.31
C -0.71 3.89 -2.18
C -0.70 2.52 -1.51
N -0.23 2.60 -0.09
H -0.47 3.50 0.33
H -0.74 1.85 0.43
C 1.23 2.39 0.30
C 1.23 2.11 1.78
O 0.64 3.22 2.45
C 0.41 2.88 3.82
H 0.39 5.87 -1.00
H 0.04 6.45 -2.67
H 1.69 6.20 -1.98
H -1.20 3.82 -3.16
H -1.27 4.59 -1.55
H 0.03 1.88 -1.99
H -1.72 2.13 -1.53
H 1.69 3.36 0.09
H 1.69 1.60 -0.29
H 2.26 2.03 2.16
H 0.77 1.15 2.00
H 1.40 2.70 4.25
H -0.20 1.98 3.93
H -0.09 3.69 4.34
C 2.45 -0.70 5.88
O 1.62 -1.41 4.98
C 0.65 -0.60 4.34
C -0.57 -1.33 3.84
N -0.11 -2.52 3.05
H 0.22 -2.23 2.12
H 0.71 -2.85 3.56
C -1.13 -3.62 2.88
C -0.59 -4.64 1.89
O 0.49 -5.33 2.47
C 1.04 -6.35 1.63
H 3.32 -1.29 6.16
H 1.96 -0.44 6.82
H 2.73 0.24 5.39
H 1.19 -0.27 3.43
H 0.38 0.31 4.89
H -1.06 -0.66 3.13
H -1.18 -1.59 4.71
H -2.05 -3.14 2.56
H -1.34 -4.10 3.84
H -0.20 -4.12 1.01
H -1.37 -5.33 1.54
H 1.27 -6.10 0.59
H 0.25 -7.10 1.57
H 1.92 -6.81 2.08
C 3.46 -0.10 -2.54
O 3.79 0.92 -3.46
C 2.98 2.05 -3.45
C 3.45 3.05 -4.51
N 4.91 3.47 -4.27
H 5.03 3.73 -3.30
H 5.43 2.62 -4.51
C 5.40 4.59 -5.24
C 6.46 4.01 -6.17
O 5.99 2.76 -6.64
C 6.88 2.33 -7.70
H 4.19 -0.91 -2.58
H 2.56 -0.57 -2.98
H 3.26 0.26 -1.53
H 2.97 2.51 -2.46
H 1.95 1.80 -3.73
H 2.88 3.96 -4.68
H 3.47 2.48 -5.44
H 5.72 5.27 -4.45
H 4.51 5.00 -5.71
H 7.42 3.93 -5.66
H 6.44 4.69 -7.02
H 7.90 2.19 -7.35
H 6.93 3.10 -8.46
H 6.57 1.36 -8.07
C 4.99 -5.82 1.97
O 4.77 -4.41 1.96
C 3.93 -3.99 0.91
C 4.22 -2.48 0.77
N 3.78 -1.69 1.99
H 2.93 -1.20 1.67
H 3.36 -2.37 2.63
C 4.84 -0.83 2.61
C 5.32 0.27 1.69
O 4.21 1.10 1.37
C 4.58 2.11 0.44
H 4.09 -6.35 2.32
H 5.75 -6.06 2.71
H 5.28 -6.16 0.98
H 2.87 -4.12 1.15
H 4.26 -4.44 -0.03
H 3.71 -2.07 -0.09
H 5.30 -2.43 0.63
H 5.70 -1.48 2.79
H 4.41 -0.49 3.55
H 5.72 -0.10 0.74
H 6.11 0.87 2.16
H 4.52 1.83 -0.62
H 5.56 2.54 0.66
H 3.91 2.96 0.56
```

As for the charge: +5. The relative energy (zero: lowest compared OMol25 entry of this formula, charge and spin) comes out at 0.0 kJ/mol. Its HOMO-LUMO gap is 0.282 Eh. The HOMO energy is -17.1201 eV. For the energy, the calculation gives -3035.11921 Eh.

***

# 3
Here is a cluster of 2 separate species, C37H31OSi in total from the Open Molecules 2025 dataset. Energies are from ωB97M-V/def2-TZVPD.

Structure (XYZ):
```
70
Properties=species:S:1:pos:R:3
C 5.71 -2.74 3.16
C 4.83 -2.72 2.07
C 4.08 -1.59 1.77
C 4.14 -0.52 2.67
O 3.23 0.55 2.62
C 1.86 0.35 2.83
C 1.34 1.06 3.95
C -0.01 0.90 4.23
C -0.79 0.08 3.37
C -2.11 -0.32 3.94
C -3.23 -1.11 3.34
C -4.38 -1.01 4.13
C -5.53 -1.71 3.79
C -5.50 -2.49 2.62
C -4.35 -2.57 1.79
C -3.17 -1.94 2.21
C -0.32 -0.36 2.13
C 1.07 -0.43 1.95
C 5.11 -0.46 3.68
C 5.90 -1.58 3.92
H 6.26 -3.63 3.42
H 4.75 -3.59 1.41
H 3.47 -1.52 0.85
H 2.01 1.63 4.60
H -0.44 1.34 5.14
H -1.93 -0.69 4.96
H -4.35 -0.37 5.01
H -6.40 -1.65 4.46
H -6.41 -3.00 2.32
H -4.36 -3.13 0.83
H -2.24 -2.15 1.68
H -1.01 -0.71 1.36
H 1.49 -1.08 1.15
H 5.20 0.46 4.25
H 6.66 -1.53 4.71
H -2.55 0.63 4.07
Si -3.58 4.16 5.47
C -4.05 4.65 3.74
C -5.12 5.58 3.69
C -5.48 6.20 2.48
C -4.79 5.88 1.30
C -3.81 4.88 1.31
C -3.45 4.25 2.51
C -4.96 3.85 6.66
C -5.16 4.85 7.63
C -6.28 4.83 8.47
C -7.19 3.76 8.37
C -6.92 2.67 7.51
C -5.83 2.72 6.64
C -2.06 4.96 6.13
C -1.88 6.33 5.84
C -0.88 7.06 6.48
C 0.01 6.42 7.36
C -0.05 5.02 7.52
C -1.06 4.30 6.90
H -5.67 5.83 4.60
H -6.30 6.92 2.47
H -5.04 6.40 0.38
H -3.33 4.58 0.37
H -2.69 3.47 2.50
H -4.43 5.66 7.72
H -6.43 5.64 9.19
H -8.08 3.78 8.99
H -7.57 1.79 7.53
H -5.66 1.91 5.93
H -2.55 6.83 5.12
H -0.78 8.14 6.30
H 0.75 7.00 7.91
H 0.70 4.50 8.13
H -1.11 3.21 7.03
```

As for the charge: +1. Its HOMO-LUMO gap is 0.180 Eh. The HOMO energy is -10.0620 eV. For the energy, the calculation gives -1792.93736 Eh.

***

# 4
Here is a cluster of 5 separate species, C18H36O8 in total from the Open Molecules 2025 dataset. Energies are from ωB97M-V/def2-TZVPD.

Structure (XYZ):
```
62
Properties=species:S:1:pos:R:3
O 3.28 1.47 -1.58
C 4.03 0.51 -1.38
O 4.96 0.14 -2.28
C 5.26 0.96 -3.49
C 6.22 0.37 -4.39
C 4.13 -0.15 -0.07
H 5.53 2.21 -3.44
H 4.39 1.18 -3.93
H 7.10 0.31 -3.96
H 6.30 0.96 -5.37
H 6.17 -0.52 -4.83
H 5.08 -0.82 0.11
H 3.36 -0.90 -0.03
H 4.16 0.37 0.59
O 4.11 -3.18 1.77
C 3.27 -2.69 2.53
O 1.99 -2.68 2.32
C 1.36 -3.41 1.35
C -0.10 -3.72 1.72
C 3.73 -1.96 3.76
H 1.88 -4.31 1.30
H 1.38 -2.88 0.37
H -0.54 -4.45 0.81
H -0.58 -2.67 1.60
H -0.27 -4.23 2.57
H 3.41 -2.75 4.61
H 3.14 -1.07 4.04
H 4.75 -1.79 3.81
O -4.89 -0.62 4.25
C -4.56 -0.58 3.09
O -4.06 0.57 2.47
C -3.80 1.74 3.05
C -2.99 2.76 2.21
C -4.87 -1.60 2.10
H -3.25 1.67 3.83
H -4.67 2.35 3.47
H -2.20 2.42 1.64
H -2.60 3.53 2.82
H -3.55 2.92 1.31
H -5.77 -1.57 1.78
H -4.53 -2.64 2.35
H -4.20 -1.09 1.27
C -1.69 -0.28 -0.35
C -0.21 -0.27 -0.42
O 0.49 -1.28 -1.10
C 0.55 0.72 0.39
H -2.08 -0.01 0.54
H -2.06 -1.24 -0.51
H -2.21 0.40 -1.14
H 0.83 0.16 1.43
H -0.07 1.60 0.49
H 1.48 0.91 0.01
C -4.54 1.72 -2.78
C -3.46 2.74 -2.89
O -2.63 3.15 -1.82
C -2.99 3.09 -4.27
H -5.31 2.43 -2.63
H -4.23 1.06 -1.80
H -4.60 1.07 -3.58
H -2.34 3.99 -4.27
H -3.84 3.56 -4.64
H -2.62 2.32 -4.82
```

The relative energy (zero: lowest compared OMol25 entry of this formula, charge and spin) comes out at 965.4 kJ/mol. Its HOMO-LUMO gap is 0.366 Eh. The HOMO energy is -9.6715 eV. Its structure (SMILES) is CCOC(C)=O.CCOC(C)=O.CCOC(C)=O.CC(C)=O.CC(C)=O. For the energy, the calculation gives -1308.98576 Eh.

***

no.,largest force on an atom (eV/A)
1,3.37
2,2.78
3,1.82
4,19.63